Computed, not measured: a cluster of 40 separate species, H80O40 in total in a non-equilibrium geometry, with ωB97M-V with the def2-TZVPD basis set.

## Properties
Charge ... 0
Lowest unoccupied orbital energy ... -0.48 eV

Last column: Löwdin charge in e.
Positions of all 120 atoms, in Å:
1 O -2.8271 -0.5891 -3.1873  -0.04
2 O -3.4145 -4.2968 -1.7967  -0.01
3 O 4.4403 0.6596 0.2800  -0.05
4 O 0.9376 -1.1575 0.2111  -0.01
5 O 3.0958 4.8389 -2.1158  -0.12
6 O -0.4282 1.3571 5.8705  -0.03
7 O -3.0714 1.3091 6.1131  -0.10
8 O -1.3653 0.6554 -0.2849  -0.10
9 O 5.5755 -1.4275 0.2003  -0.07
10 O 5.6080 -1.2403 -2.6031  -0.02
11 O -4.0924 0.2362 3.8434  -0.06
12 O 3.3446 -2.1234 1.7791  -0.06
13 O -0.1242 0.9531 1.7792  -0.07
14 O -0.9449 -0.4640 -5.1871  -0.05
15 O -0.4880 3.8635 -0.5022  -0.03
16 O 1.5222 2.5868 -1.6659  -0.07
17 O 3.2745 1.8836 4.0448  -0.05
18 O -4.7638 3.1612 -2.6963  -0.04
19 O -4.5087 4.8873 -0.4704  -0.04
20 O 5.7053 0.7051 2.6053  -0.06
21 O -4.2683 1.9585 -0.2585  -0.13
22 O -4.8896 -1.5320 -0.4987  -0.11
23 O 1.9002 -2.0058 -3.1146  -0.10
24 O -4.1846 -4.0758 0.6643  -0.07
25 O -0.0086 -2.3671 4.9851  -0.07
26 O 3.0847 -2.1819 -0.7568  -0.07
27 O -2.3776 -1.3778 1.7781  -0.06
28 O -1.5369 -3.4715 0.1117  -0.06
29 O 1.4620 -3.9297 2.7782  -0.06
30 O -0.0992 3.9034 -4.7876  -0.06
31 O 4.2058 1.0985 -3.2695  -0.03
32 O 1.9250 -0.2767 3.1860  -0.09
33 O -1.2567 1.6789 -2.6451  -0.07
34 O -1.2127 -4.8116 2.7248  -0.04
35 O -3.0259 1.5423 -5.2226  -0.04
36 O -3.4860 2.7460 3.4722  -0.05
37 O 1.7426 -4.3527 -1.6099  -0.08
38 O 0.8369 4.7561 4.5373  -0.10
39 O 1.3306 1.1101 -4.0283  -0.04
40 O -0.5341 -3.0981 -2.3792  -0.09
41 H 0.6608 0.5274 -4.3399  -0.01
42 H 3.5464 0.7440 0.6567  0.08
43 H 4.0817 1.4784 -4.1187  0.03
44 H 2.7202 5.8238 -2.3107  0.14
45 H -4.0007 -5.0196 0.6531  0.06
46 H -2.5874 0.4203 6.3015  0.09
47 H 2.2219 0.4612 3.7051  -0.01
48 H -5.5980 -1.9542 -1.1554  0.12
49 H -0.2571 2.9634 -4.8235  -0.01
50 H -4.5612 4.1157 0.1321  0.05
51 H -4.5031 3.7954 -3.3223  0.02
52 H 4.3130 0.9687 -0.6322  0.06
53 H -2.6215 2.7551 3.0509  0.04
54 H 1.9160 0.5016 -3.5595  0.03
55 H 0.0716 -3.9661 -2.3407  0.12
56 H -2.4104 -3.5815 -0.2280  -0.02
57 H -1.0368 3.2065 -0.1346  -0.02
58 H 0.0868 0.6990 0.8443  0.03
59 H 1.1510 -1.7329 0.9834  0.08
60 H 0.7700 3.7173 -4.3391  0.05
61 H 6.3238 -1.1203 -1.9772  0.04
62 H 2.4475 -5.0402 -1.7643  0.10
63 H 1.3979 4.0985 5.0361  0.04
64 H -3.9584 1.8027 -1.2071  0.05
65 H -3.5375 2.2634 -4.8101  0.05
66 H 2.3535 -1.6739 -0.4374  -0.02
67 H -3.2875 0.6574 3.5313  0.01
68 H -0.7376 0.2591 1.9719  0.00
69 H -2.3073 1.2536 -4.6955  -0.05
70 H -4.7648 3.6231 -1.8537  -0.02
71 H 2.4341 -2.4924 -2.4059  0.03
72 H 0.4308 -1.6100 -0.4655  0.05
73 H -1.5739 -4.4693 1.9252  -0.03
74 H -3.4200 3.3023 4.2714  0.06
75 H 4.2469 1.8137 4.0404  0.05
76 H 2.8682 -1.4248 2.2323  -0.02
77 H -0.4323 1.3397 -3.0248  0.00
78 H 3.2471 2.1107 3.1128  0.04
79 H -2.1001 0.5788 -1.0160  0.09
80 H -3.9952 -0.7013 3.8075  0.02
81 H 0.1184 -2.4289 -2.4345  -0.03
82 H -1.7939 -1.8318 1.1712  -0.01
83 H 3.7836 4.9685 -2.8045  0.04
84 H 0.3368 3.5332 -0.8529  -0.03
85 H 5.0508 0.6504 -3.1898  0.02
86 H 5.5985 -1.1017 1.1018  0.02
87 H 1.3958 4.8613 3.7279  0.05
88 H -1.0919 2.6617 -2.5872  0.07
89 H -5.3206 1.7774 -0.3006  0.14
90 H 2.3978 2.9490 -1.4960  0.02
91 H 1.6304 1.8119 -2.2897  0.04
92 H -1.7105 1.4843 -0.0091  -0.01
93 H 4.8676 -1.0407 -2.0800  -0.03
94 H 1.5451 -2.7170 -3.7130  0.07
95 H -1.1018 2.0022 5.8257  -0.01
96 H 6.2610 -0.0966 2.6708  0.05
97 H -2.6331 -3.9468 -2.1876  0.00
98 H -0.1513 -1.5096 5.4667  0.05
99 H 1.0665 -0.1272 2.6343  0.06
100 H 0.4073 1.8006 5.9595  0.02
101 H 2.2232 -3.7256 -1.0224  0.03
102 H -3.6851 5.0457 -0.8837  0.03
103 H 6.3231 -2.0276 0.2437  0.08
104 H -5.1069 -0.5728 -0.4588  0.02
105 H -0.3650 -2.1515 4.1201  0.02
106 H -2.2921 -0.6089 -3.9881  -0.02
107 H 3.7660 -2.7829 2.3294  0.05
108 H -3.1935 -1.3220 1.2226  0.04
109 H -1.0111 -3.2662 -0.6848  0.00
110 H -2.8087 -1.4412 -2.7709  0.01
111 H -4.1102 -4.5891 -2.3382  0.04
112 H 1.4840 -3.6910 3.7819  0.10
113 H -4.0178 -3.7519 1.5539  0.05
114 H -0.2932 -4.6732 2.7966  -0.05
115 H -3.8473 0.8730 5.7927  0.00
116 H -1.4791 0.1890 -5.6932  0.06
117 H 3.9624 -1.8831 -0.6177  -0.01
118 H 2.0779 -4.6385 2.7896  0.03
119 H -0.1994 -0.6805 -5.7685  0.08
120 H 5.2350 0.3918 1.8048  -0.02

Cartesian forces, eV/Å:
-0.5178 0.7960 0.1707
0.4284 -0.0330 2.2303
-1.5863 0.9985 -0.4546
0.5980 0.2114 0.7871
-0.3461 4.5336 -1.9618
1.0707 -1.6741 0.0250
1.9012 -2.5825 1.4724
-2.9737 -1.2515 -2.9104
1.5272 -0.8158 -0.0144
1.6491 -0.1144 -1.2204
-0.8919 0.3715 0.2616
0.9009 -0.1902 -1.2801
1.4707 0.2309 -0.4803
0.3344 0.7706 -0.8141
-0.3101 2.6092 -0.3614
0.4981 -1.5422 -0.6336
1.1464 0.5420 -0.2908
-0.4093 -1.7394 0.5294
-2.4250 -0.2006 0.7605
0.3892 -1.7522 -0.5446
-2.9954 -1.1424 -1.4565
-2.3024 -0.2948 -1.9470
-0.0459 -1.3145 -0.3863
-0.3048 0.0910 0.1425
-0.2058 1.2888 0.7771
-0.1380 -2.4020 -2.6071
-1.2726 0.4492 -0.0644
1.7413 0.5250 0.2319
-0.5555 1.1870 3.1443
1.9474 -0.6634 0.9950
-0.6128 -0.0802 1.7659
-1.7242 -1.8688 -2.1072
0.2019 1.8718 -1.0341
-2.0635 -1.2206 1.5139
-1.2919 0.5462 -1.8064
-0.0421 0.6376 0.1772
1.6491 -1.4588 0.1013
1.8971 -1.0731 -0.2295
0.9560 0.5065 0.4595
0.1866 -3.9416 0.1048
-1.2321 -0.9023 -0.6607
0.1746 -0.0901 -0.1094
0.1958 0.3626 -1.1696
0.5094 -3.4346 1.3686
0.0936 0.0134 0.2222
-0.4719 2.5873 -0.1808
-0.1674 0.9172 0.2286
2.4061 1.4789 2.2650
-1.2894 -0.6691 -0.6269
1.0277 0.5791 -0.6207
0.4251 1.3989 -1.2492
0.2583 -0.0423 0.2237
0.1660 0.2966 0.1187
0.4995 -0.2904 -0.1251
-1.6545 2.6203 0.1005
-1.6373 -0.2362 -0.0917
-0.2179 -1.2995 0.5433
-0.1468 0.4798 0.9152
-0.5615 -0.0810 -0.8759
-0.6411 1.3526 -0.2745
0.3156 -0.0534 0.0915
-1.2829 0.8409 0.1336
-0.9780 0.9853 -0.5911
-0.8763 0.3622 1.4297
0.8387 -0.8526 0.2032
-0.3151 1.4287 0.9506
-0.0434 -0.0757 0.0120
-1.3629 -0.6565 0.3135
0.4016 0.6130 1.9870
-0.1390 0.5296 0.3558
-0.6477 1.0872 -1.1146
-0.5042 -0.3766 0.3702
0.3330 0.6077 -1.1311
0.1742 -0.5047 -0.5677
-0.0910 -0.4578 0.8706
-0.0783 0.2086 1.5883
-0.1735 0.1202 0.4526
-0.9575 0.2380 -0.4779
2.4930 -0.7442 1.2288
0.4565 -0.9728 -0.3292
1.2680 1.4311 -0.4347
0.4212 -0.6320 -0.3243
0.0081 -0.9970 0.5934
0.1353 -1.0030 -0.0932
0.2379 -0.2757 -0.5751
-0.7758 0.0633 -0.0886
-0.9017 0.0507 0.8037
-0.1399 -1.2996 0.0606
3.7794 0.6437 0.0286
0.0536 0.1210 -0.3170
-0.2496 1.6019 1.0708
-0.0212 1.2129 1.3139
-1.9029 0.2349 0.9531
0.7653 1.0190 0.8400
-1.2808 1.1374 -0.0901
0.2235 0.8328 0.9959
0.5104 0.1552 -1.4517
0.4236 -1.1417 -0.5073
1.9670 0.9701 1.6733
0.4052 0.3200 0.0065
-0.1934 -0.0638 -0.0592
1.6624 -0.2866 0.0529
0.1899 -0.5955 -0.4317
0.1417 -0.9690 -0.2110
-0.1895 -0.2196 -0.3196
-0.0387 -0.6457 0.4661
-0.5383 0.3917 0.5938
0.7469 0.1657 0.6618
-0.1824 -0.2594 0.2478
0.1365 -0.7370 0.0999
-0.7121 -0.2336 -1.6241
-0.5063 -0.0177 -2.3745
0.0028 -0.1850 0.2113
1.5964 0.6040 -0.4804
-1.3882 0.2937 -1.0406
0.4158 -0.6524 -0.0712
0.9726 0.6692 1.2678
0.8785 -1.2159 -0.4956
-0.3902 -0.1375 0.0233
-0.3086 1.4707 0.2029

***

Computed, not measured: a structure of composition C31H21Cl2FeN5O5S3 in a non-equilibrium geometry, with ωB97M-V with the def2-TZVPD basis set.

## Properties
Charge ... -2
Lowest unoccupied orbital energy ... 3.73 eV

Last column: Löwdin charge in e.
Positions of all 68 atoms, in Å:
1 Fe -1.2432 -0.1514 -0.5833  0.15
2 Cl -2.5396 4.9590 3.5897  0.63
3 Cl -1.6937 4.5953 -1.7087  0.66
4 S -1.0121 -2.4922 -0.3302  0.73
5 S 0.4764 -4.8369 0.6836  0.52
6 S 7.5130 0.0043 3.1875  0.39
7 O -1.4677 1.6573 -1.1295  -0.11
8 O 7.6459 1.2637 3.9093  -0.38
9 O -1.9219 -4.0700 1.5097  -0.26
10 O 6.5372 -0.9135 3.7418  -0.38
11 O 8.7724 -0.6137 2.8049  -0.38
12 N 7.6496 1.2332 0.8031  0.12
13 N -1.6366 0.4675 1.1919  0.02
14 N 0.7263 0.3002 -0.2020  0.02
15 N 5.5069 0.3879 1.4047  0.17
16 N -1.0124 -0.6542 -2.4643  0.00
17 C -1.8356 3.8035 -0.1725  -0.59
18 C 2.7691 -0.0971 0.9919  0.03
19 C -3.1320 -0.3758 -0.9682  -0.15
20 C 7.0984 1.6990 -0.3206  -0.13
21 C 1.4214 1.1111 -1.0083  -0.12
22 C 1.4173 -0.2712 0.7973  -0.08
23 C -2.1743 -0.8854 -3.1231  -0.19
24 C -0.8592 -3.8457 0.6956  -1.31
25 C -5.7465 -0.8177 -1.9434  -0.13
26 C -5.5420 -0.4190 -0.6276  -0.11
27 C 4.9417 0.8829 0.2871  -0.21
28 C -2.1609 -1.2624 -4.4683  -0.01
29 C 2.7762 1.3218 -0.9057  0.00
30 C -1.9655 0.4996 3.5519  -0.04
31 C 5.7662 1.5538 -0.6252  -0.01
32 C -0.9686 -1.4313 -5.1354  -0.08
33 C 0.2165 -1.2460 -4.4317  -0.06
34 C -1.7211 -0.1628 2.3501  -0.10
35 C -1.6841 2.4127 -0.1160  -0.36
36 C -4.2520 -0.2011 -0.1558  -0.09
37 C 0.1345 -0.8693 -3.1067  -0.11
38 C -2.0891 4.5656 0.9655  -0.14
39 C -2.2011 3.9632 2.1966  -0.62
40 C 3.5121 0.7016 0.1115  -0.14
41 C -2.0531 2.5694 2.3527  -0.18
42 C -1.9982 -5.2969 2.2227  -0.16
43 C -1.7917 1.8186 1.1804  -0.11
44 C -4.6613 -0.9704 -2.7852  -0.05
45 C -2.1380 1.8646 3.5687  -0.03
46 C 6.7909 0.5897 1.5932  -0.36
47 C -3.3673 -0.7413 -2.3080  -0.19
48 H 5.3646 1.9374 -1.5543  0.09
49 H -1.6072 -1.2395 2.3022  0.11
50 H -4.1365 0.1105 0.8781  0.09
51 H -4.8255 -1.2819 -3.8125  0.09
52 H -6.7499 -1.0138 -2.3049  0.08
53 H 7.7793 2.2131 -0.9914  0.10
54 H 1.0392 -0.7465 -2.5313  0.10
55 H 3.2842 -0.5762 1.8134  0.12
56 H -0.9476 -1.7271 -6.1769  0.10
57 H -6.3889 -0.2849 0.0382  0.09
58 H -2.3261 2.3979 4.4893  0.08
59 H -3.0975 -1.4436 -4.9775  0.10
60 H 3.2554 1.9884 -1.6106  0.10
61 H 0.8313 1.6189 -1.7621  0.12
62 H 0.8375 -0.8944 1.4646  0.10
63 H -2.9686 -5.2983 2.7190  0.08
64 H -1.1946 -5.3793 2.9552  0.07
65 H -2.0193 -0.0710 4.4689  0.10
66 H 1.1828 -1.4055 -4.8892  0.10
67 H -2.1975 5.6370 0.8724  0.10
68 H -1.9183 -6.1414 1.5378  0.07

Cartesian forces, eV/Å:
-0.5101 -0.3742 0.6388
-0.0199 0.0751 0.1412
0.0055 0.0468 -0.1123
0.3137 -0.8697 -0.3036
-0.1099 -0.3348 0.1268
-0.0308 -0.0033 -0.0590
0.1590 1.2646 0.1761
0.0114 -0.0589 -0.0444
-0.1194 0.0578 -0.0534
0.0067 0.0783 -0.0794
-0.0813 0.0810 -0.0339
-0.6096 0.1936 -0.7213
0.0565 0.4062 0.8723
0.8680 -0.2386 0.0590
-1.0126 0.1701 -0.6007
-0.2169 -0.2993 -0.7904
0.0214 -0.1040 0.1021
0.7199 0.1965 -0.0613
0.2489 -0.2476 -0.2778
0.6865 -0.1198 0.5132
-0.4882 0.1222 -0.0698
-0.4081 0.0069 -0.1337
0.5264 -0.0101 -0.2006
0.1759 0.4572 0.2808
-0.2373 -0.0472 -0.0507
0.2122 0.0567 0.1247
2.1099 0.2216 0.4209
-0.1998 -0.0266 -0.0359
0.6441 0.0509 0.2379
-0.1844 0.6609 0.4347
-1.0293 -0.1480 -0.2556
0.2680 0.0084 0.1651
-0.1511 -0.0296 -0.1634
0.0485 -0.3419 -0.7190
0.0049 0.1036 -0.7503
-0.3732 -0.0198 -0.1055
0.1021 0.0120 -0.0090
-0.0150 -0.2484 0.2340
-0.0148 0.2419 -0.1612
-1.7243 -0.2802 -0.1098
0.0323 0.0604 -0.3527
0.1517 0.0056 -0.0039
-0.1306 0.0780 0.5738
0.2681 -0.0223 -0.1629
0.0971 -0.5438 -0.0292
0.8602 -0.3246 1.0726
-0.8274 0.1164 0.3741
0.1007 0.0462 0.0151
0.0135 -0.0178 -0.0003
0.0224 -0.0515 0.0305
-0.0528 0.0192 0.0174
0.0136 0.0259 -0.0203
-0.0819 0.0386 -0.1016
-0.0082 -0.0250 0.0848
-0.0586 -0.0394 0.0179
-0.0514 -0.0061 -0.0102
-0.0277 -0.0097 -0.0299
-0.0063 0.0019 0.0210
0.0024 0.0380 0.0148
-0.0656 0.0105 -0.0028
0.0142 -0.0484 -0.0464
0.0389 -0.1379 -0.0635
0.0137 0.0829 -0.0450
0.0229 0.0088 0.0000
0.0078 -0.0301 -0.0103
0.0081 0.0132 0.0104
-0.0098 0.0150 0.0197
-0.0006 -0.0145 0.0014

***

Computed, not measured: an isolated molecule of C5H13NO in a non-equilibrium geometry, with ωB97M-V with the def2-TZVPD basis set.

## Properties
Charge ... 0
Lowest unoccupied orbital energy ... 0.96 eV
Structure (SMILES) ... CNCC[C@@H](C)O

Last column: Löwdin charge in e.
Positions of all 20 atoms, in Å:
1 O 0.1708 -0.9321 -2.7707  -0.06
2 N 0.6747 -0.3572 1.9847  -0.14
3 C 0.3560 0.4312 0.8082  -0.25
4 C -0.3527 1.3662 -2.0874  -0.04
5 C -0.2236 -0.0896 -1.6662  -0.44
6 C 0.8091 -0.2551 -0.5219  -0.15
7 C -0.5512 -0.8621 2.7286  -0.11
8 H 0.6594 1.4770 0.7101  0.12
9 H 0.2978 -1.8389 -2.4714  0.08
10 H -0.7505 0.4760 0.7793  0.10
11 H 0.9601 -1.3255 -0.4751  0.10
12 H -1.1398 -0.4751 -1.2336  0.13
13 H -1.1267 0.0059 3.0668  0.07
14 H 0.5230 2.0194 -2.1178  0.09
15 H 1.8495 0.0537 -0.7504  0.12
16 H 1.1393 0.1711 2.7130  0.09
17 H -0.9494 1.7155 -1.2211  0.08
18 H -0.2632 -1.5744 3.5175  0.08
19 H -1.0061 1.4399 -2.9572  0.08
20 H -1.0762 -1.4457 1.9645  0.07

Cartesian forces, eV/Å:
-0.2681 0.6721 -0.0794
-0.0846 -0.1658 1.8963
-1.2655 -1.0514 -1.3480
-1.6254 -0.3741 1.1245
2.5888 -0.3469 0.0007
0.3284 0.2674 0.0184
1.1510 -0.0179 -1.7775
0.4000 -0.0948 0.8482
-0.0624 0.1534 0.1645
0.1882 0.1551 -0.2094
-0.3467 -0.5063 0.9145
-0.6213 0.1585 -0.1974
-0.3032 -0.4441 0.2378
0.1660 -0.6537 -0.3439
-0.6539 0.4146 -0.3926
0.5006 0.2754 -0.4840
0.1003 0.5411 -0.5178
-0.0286 0.6110 -0.1302
0.2826 0.2441 -0.1178
-0.4459 0.1625 0.3933